No. 1
Below is a cluster of 2 separate species, C5H13NO2 in total in a non-equilibrium geometry, with properties calculated with wB97M-V/def2-TZVPD.

Calculated values
Net charge: -1
E_LUMO (spin up / spin down) (eV): 3.9 / 3.8
Multiplicity: 2
Kohn-Sham gap (spin up / spin down) (eV): 2.9 / 9.9
HOMO (spin up / spin down) (eV): 1.03 / -6.05
⟨S²⟩: 0.75

Each line ends with the Mulliken spin population.
Element x y z (Å)
C 0.7059 0.4495 1.3701  0.450
C 1.0838 1.8008 0.5955  1.401
C 0.1916 -0.4873 0.3089  0.797
N -1.1842 -0.7178 0.4575  -0.975
C -1.6909 -1.7182 -0.4902  0.554
C -2.1465 0.3159 0.3994  2.047
O 0.9005 -1.0555 -0.4499  -0.675
H 1.7191 0.2334 1.6978  -0.010
H 0.0903 0.4876 2.2860  -0.396
H 2.1555 1.6318 0.0987  0.046
H 1.2005 2.4286 1.4509  -0.096
H 0.4155 2.1502 -0.1454  -0.905
H -2.6330 -2.0814 -0.1035  -0.021
H -1.1636 -2.6863 -0.3995  0.113
H -1.8402 -1.4111 -1.5748  -0.295
H -2.6281 0.5718 -0.5488  -0.528
H -1.6240 1.2657 0.4901  -0.273
H -2.9611 0.3990 1.2364  -0.268
H 3.0717 0.1450 -2.6421  -0.047
H 2.8608 -0.9947 -1.6409  0.035
O 3.4764 -0.7272 -2.3962  0.046



No. 2
Below is the molecule C23H29N3O5S, with properties calculated with wB97M-V/def2-TZVPD.

Calculated values
SMILES: CCOC(=O)N1CCN(C(=O)c2ccc(C)c(S(=O)(=O)Nc3cccc(C)c3C)c2)CC1
E_LUMO (eV): 0.6
Kohn-Sham gap (eV): 9.2
HOMO (eV): -8.67

Each line ends with the natural charge from an NBO analysis.
Element x y z (Å)
C -2.9165 6.3000 2.8152  -0.636
C -2.1006 6.3207 1.5306  -0.067
O -1.1853 5.2274 1.4700  -0.529
C -1.7036 4.0505 1.0547  0.895
O -2.8558 3.8929 0.7261  -0.665
N -0.7671 3.0708 1.0079  -0.455
C -1.1689 1.7133 0.7164  -0.226
C -1.0412 0.8519 1.9804  -0.229
N 0.2961 0.9679 2.5130  -0.434
C 1.2099 -0.0270 2.5767  0.674
O 2.3492 0.1504 2.9618  -0.610
C 0.7258 -1.3841 2.1528  -0.130
C 0.2060 -2.2811 3.0776  -0.161
C -0.1735 -3.5508 2.6799  -0.198
C -0.0473 -3.9585 1.3551  0.005
C -0.4509 -5.3217 0.9069  -0.662
C 0.4814 -3.0482 0.4466  -0.249
S 0.6466 -3.5622 -1.2655  2.309
O 1.6473 -4.5852 -1.3548  -0.936
O -0.6566 -3.8352 -1.7969  -0.923
N 1.3341 -2.2384 -2.0179  -0.873
C 0.6467 -1.1469 -2.5481  0.141
C -0.6082 -0.8323 -2.0402  -0.264
C -1.2851 0.2720 -2.5220  -0.181
C -0.7042 1.0717 -3.4871  -0.237
C 0.5502 0.7707 -4.0051  -0.012
C 1.1353 1.6672 -5.0585  -0.633
C 1.2352 -0.3545 -3.5446  0.011
C 2.5849 -0.7419 -4.0843  -0.664
C 0.8752 -1.7835 0.8298  -0.203
C 0.6873 2.3301 2.8108  -0.238
C 0.5700 3.1857 1.5442  -0.224
H -3.5507 7.1806 2.8578  0.216
H -2.2583 6.2933 3.6811  0.207
H -3.5444 5.4127 2.8374  0.225
H -2.7651 6.2774 0.6620  0.200
H -1.4729 7.2127 1.4761  0.187
H -0.5278 1.3116 -0.0756  0.204
H -2.2027 1.7353 0.3704  0.248
H -1.7513 1.2138 2.7338  0.198
H -1.2661 -0.1893 1.7515  0.229
H 0.1034 -1.9825 4.1102  0.223
H -0.5733 -4.2406 3.4082  0.218
H -1.2202 -5.2468 0.1397  0.248
H 0.4005 -5.8254 0.4520  0.247
H -0.8227 -5.9142 1.7389  0.219
H 2.2239 -2.4638 -2.4298  0.432
H -1.0520 -1.4711 -1.2946  0.224
H -2.2656 0.5104 -2.1395  0.217
H -1.2332 1.9402 -3.8496  0.211
H 0.4696 2.5050 -5.2484  0.220
H 2.1002 2.0623 -4.7441  0.217
H 1.2744 1.1270 -5.9942  0.219
H 3.3503 -0.6473 -3.3126  0.218
H 2.8717 -0.1144 -4.9205  0.231
H 2.5730 -1.7760 -4.4309  0.218
H 1.2975 -1.1075 0.1036  0.240
H 0.0295 2.7302 3.5899  0.194
H 1.7161 2.3103 3.1736  0.253
H 1.2777 2.8205 0.7917  0.198
H 0.7839 4.2296 1.7644  0.241



No. 3
Below is a structure of composition C22H14O2PPdS4, with properties calculated with wB97M-V/def2-TZVPD.

Calculated values
Net charge: +1
E_LUMO (eV): -5.8
Kohn-Sham gap (eV): 5.6
HOMO (eV): -11.45

Each line ends with the natural charge from an NBO analysis.
Element x y z (Å)
Pd -0.2342 -1.7754 0.6567  0.252
O 2.1692 -2.9914 0.2276  -0.513
C 1.7289 -1.9149 0.4989  0.484
C 2.5876 -0.6948 0.6576  -0.209
C 3.9630 -0.7861 0.8349  -0.149
C 4.6963 0.3835 0.9577  -0.183
C 4.0745 1.6240 0.8671  -0.171
C 2.7069 1.7145 0.6459  -0.206
C 1.9681 0.5447 0.5429  -0.266
P 0.2125 0.4066 0.2006  1.017
C -0.6028 1.9233 0.7007  -0.322
C -0.7924 2.9653 -0.2048  -0.218
C -1.3580 4.1533 0.2322  -0.189
C -1.7330 4.3000 1.5605  -0.172
C -1.5465 3.2603 2.4625  -0.203
C -0.9844 2.0692 2.0339  -0.196
C 0.0519 0.2391 -1.6098  -0.284
C -1.2455 0.2042 -2.1327  -0.248
C -1.4502 -0.0690 -3.4742  -0.188
C -0.3638 -0.3148 -4.3051  -0.188
C 0.9232 -0.2739 -3.7923  -0.193
C 1.1356 0.0046 -2.4489  -0.224
H 4.4358 -1.7572 0.8945  0.243
H 5.7624 0.3308 1.1341  0.234
H 4.6607 2.5276 0.9683  0.233
H 2.2292 2.6820 0.5542  0.231
H -0.5038 2.8495 -1.2421  0.232
H -1.5072 4.9651 -0.4669  0.230
H -2.1762 5.2288 1.8940  0.231
H -1.8420 3.3769 3.4963  0.231
H -0.8407 1.2537 2.7335  0.223
H -2.0976 0.4110 -1.4929  0.218
H -2.4561 -0.0879 -3.8722  0.227
H -0.5226 -0.5306 -5.3531  0.230
H 1.7711 -0.4553 -4.4391  0.230
H 2.1473 0.0400 -2.0644  0.224
O -5.1538 -6.4351 2.0982  -0.447
C -4.3171 -5.6282 1.8869  0.229
S -2.5634 -5.9859 1.9594  0.458
C -2.0121 -4.4234 1.4908  -0.416
C -3.0705 -3.4133 1.1948  -0.390
S -2.7389 -1.8763 0.7548  0.185
S -4.6929 -3.9531 1.3549  0.457
S -0.4185 -4.0913 1.4040  0.275



No. 4
Below is the ion C4H11N2OS with charge +1 in a non-equilibrium geometry, with properties calculated with wB97M-V/def2-TZVPD.

Calculated values
SMILES: NC(=O)[C@@H]([NH3+])CCS
Net charge: +1
E_LUMO (eV): -3.1
Kohn-Sham gap (eV): 10.4
HOMO (eV): -13.45

Each line ends with the natural charge from an NBO analysis.
Element x y z (Å)
N 1.6925 -2.1061 -0.0558  -0.783
C 1.1991 -1.2163 -0.9163  0.657
O 1.2726 -1.3598 -2.1208  -0.600
C 0.6013 0.0941 -0.3260  -0.139
N -0.1380 0.6750 -1.4890  -0.680
C -0.3295 -0.1287 0.8482  -0.446
C -0.9330 1.1356 1.4454  -0.555
S -2.0121 2.1159 0.3892  -0.056
H 2.1365 -2.8926 -0.4584  0.426
H 1.6877 -2.0906 0.9490  0.415
H 1.4187 0.7294 -0.0582  0.247
H -1.0220 0.2147 -1.6107  0.445
H 0.4375 0.4395 -2.3105  0.469
H -0.3094 1.6856 -1.4228  0.458
H 0.1830 -0.6742 1.6152  0.242
H -1.0768 -0.9195 0.6502  0.236
H -1.4688 0.9298 2.3742  0.263
H -0.1441 1.8103 1.8220  0.242
H -3.1953 1.5580 0.6751  0.162



No. 5
Below is a cluster of 2 separate species, C11H21NSi in total in a non-equilibrium geometry, with properties calculated with wB97M-V/def2-TZVPD.

Calculated values
SMILES: CC1(C)C(=C=N)C1(C)C.C=[Si](C)C
E_LUMO (eV): 0.7
Kohn-Sham gap (eV): 8.7
HOMO (eV): -7.96

Each line ends with the natural charge from an NBO analysis.
Element x y z (Å)
C 0.8722 -1.1869 -0.3383  -0.614
C 0.0378 -0.8342 0.9248  -0.019
C -1.4459 -0.7919 0.5932  -0.607
C 0.6257 0.1603 1.7932  -0.304
C 1.0960 1.3117 1.9242  0.442
N 1.7702 2.3384 2.0008  -0.673
C 0.7270 -1.2927 2.2088  0.039
C 0.0870 -1.8455 3.5335  -0.608
C 2.0315 -2.0796 1.8572  -0.607
H 1.7741 -0.5769 -0.1989  0.225
H 0.2645 -0.9288 -1.3038  0.199
H 0.9260 -2.3024 -0.4749  0.218
H -1.6912 -1.6943 0.0396  0.197
H -1.5770 0.0809 -0.0559  0.243
H -1.9775 -0.8081 1.4560  0.206
H 1.5315 3.1342 2.6069  0.379
H -0.7613 -1.3348 3.9073  0.218
H 0.9859 -1.6227 4.2145  0.215
H -0.0459 -2.9365 3.4031  0.213
H 2.6324 -2.4144 2.6470  0.210
H 2.6292 -1.4782 1.2427  0.215
H 1.6469 -3.0079 1.3415  0.202
C -2.3186 2.0608 -1.3815  -1.159
Si -1.0193 1.7410 -2.5045  1.507
C -0.7661 0.8341 -4.1015  -1.136
C 0.6163 2.6631 -2.2964  -1.132
H -3.2894 1.5650 -1.4020  0.225
H -2.2425 2.3543 -0.4391  0.211
H -1.6011 0.7817 -4.7259  0.254
H -0.1713 1.3827 -4.8105  0.254
H -0.4768 -0.1570 -3.8781  0.252
H 0.8549 2.9909 -3.3602  0.232
H 0.5931 3.5700 -1.6454  0.253
H 1.3989 2.0221 -1.9081  0.247



No. 6
Below is a structure of composition C23H33CrIO4Si2 in a non-equilibrium geometry, with properties calculated with wB97M-V/def2-TZVPD.

Calculated values
Net charge: -1
E_LUMO (spin up / spin down) (eV): 2.0 / 2.0
Multiplicity: 4
Kohn-Sham gap (spin up / spin down) (eV): 7.2 / 7.3
HOMO (spin up / spin down) (eV): -5.16 / -5.35
⟨S²⟩: 3.83

Each line ends with the Mulliken spin population.
Element x y z (Å)
Cr 0.0839 0.2883 -0.0330  3.300
C -2.4132 3.0510 -2.4107  0.000
C -1.2847 2.5903 -1.5271  -0.011
O -1.2944 1.4123 -1.2213  -0.028
C -0.2610 3.5355 -1.0952  0.072
C -0.2354 4.8325 -1.6411  0.001
C 0.7143 5.7530 -1.2855  0.005
C 1.6846 5.3865 -0.3338  0.000
C 1.6885 4.1377 0.2237  0.002
C 0.7164 3.1643 -0.1373  -0.020
O 0.7762 2.0120 0.4222  -0.050
H -3.1051 2.2205 -2.5351  0.000
H -2.0352 3.3546 -3.3893  0.000
H -2.9343 3.9001 -1.9616  0.000
H -0.9799 5.1044 -2.3816  0.000
H 0.7222 6.7395 -1.7329  0.001
H 2.4421 6.1041 -0.0403  0.000
H 2.4345 3.8421 0.9533  0.002
C -2.2427 -2.7740 0.6123  -0.001
Si -2.5908 -1.0803 1.3078  -0.014
C -3.7488 -0.1819 0.1418  0.001
C -3.6280 -1.4508 2.8507  -0.007
C -1.0579 -0.1299 1.7145  -0.132
Si -1.2276 1.3653 2.7659  -0.006
C -2.1836 1.0189 4.3621  -0.006
C 0.4245 2.0055 3.3916  0.003
C -2.1726 2.7692 1.9586  0.007
H -3.1863 -3.2618 0.3293  0.000
H -1.7471 -3.4016 1.3668  0.000
H -1.5980 -2.7262 -0.2690  0.001
H -4.6721 -0.7620 0.0103  0.000
H -3.2811 -0.0400 -0.8404  0.004
H -4.0176 0.8079 0.5342  0.001
H -4.2661 -2.3295 2.6684  -0.001
H -4.2830 -0.6079 3.1187  0.000
H -2.9914 -1.6680 3.7201  -0.001
H -0.4331 -0.8256 2.2986  0.022
H -1.8730 0.0599 4.8014  -0.001
H -3.2676 0.9719 4.1911  0.001
H -1.9896 1.8107 5.1023  0.000
H 0.6390 1.6047 4.3912  -0.001
H 0.4111 3.1041 3.4608  0.000
H 1.2358 1.7204 2.7170  0.004
H -3.1693 2.4319 1.6425  0.001
H -1.6536 3.1688 1.0808  0.000
H -2.3028 3.5888 2.6769  0.000
I 1.3609 4.3751 -5.2027  0.000
C 0.9189 2.4934 -4.3954  0.001
C 1.5805 2.0736 -3.2514  0.010
C 1.2367 0.8445 -2.6931  0.032
C 0.2438 0.0582 -3.2551  0.002
C -0.3664 0.4728 -4.4289  -0.002
C -0.0399 1.6949 -5.0075  -0.001
C -0.2437 -1.2107 -2.5742  0.000
O -0.6644 -2.1155 -3.2696  0.012
O -0.2309 -1.1750 -1.2835  -0.014
H 2.3392 2.6945 -2.7922  0.001
H 1.7675 0.5000 -1.8108  -0.034
H -1.1196 -0.1714 -4.8705  0.000
H -0.5313 2.0258 -5.9144  0.000
C 1.7350 -0.7095 0.7348  -0.179
H 1.4817 -1.7595 0.9280  0.012
H 2.1089 -0.2632 1.6664  0.006
H 2.5727 -0.7113 0.0139  0.004



Please write out number 6 again, unchanged.
Below is a structure of composition C23H33CrIO4Si2 in a non-equilibrium geometry, with properties calculated with wB97M-V/def2-TZVPD.

Calculated values
Net charge: -1
E_LUMO (spin up / spin down) (eV): 2.0 / 2.0
Multiplicity: 4
Kohn-Sham gap (spin up / spin down) (eV): 7.2 / 7.3
HOMO (spin up / spin down) (eV): -5.16 / -5.35
⟨S²⟩: 3.83

Each line ends with the Mulliken spin population.
Element x y z (Å)
Cr 0.0839 0.2883 -0.0330  3.300
C -2.4132 3.0510 -2.4107  0.000
C -1.2847 2.5903 -1.5271  -0.011
O -1.2944 1.4123 -1.2213  -0.028
C -0.2610 3.5355 -1.0952  0.072
C -0.2354 4.8325 -1.6411  0.001
C 0.7143 5.7530 -1.2855  0.005
C 1.6846 5.3865 -0.3338  0.000
C 1.6885 4.1377 0.2237  0.002
C 0.7164 3.1643 -0.1373  -0.020
O 0.7762 2.0120 0.4222  -0.050
H -3.1051 2.2205 -2.5351  0.000
H -2.0352 3.3546 -3.3893  0.000
H -2.9343 3.9001 -1.9616  0.000
H -0.9799 5.1044 -2.3816  0.000
H 0.7222 6.7395 -1.7329  0.001
H 2.4421 6.1041 -0.0403  0.000
H 2.4345 3.8421 0.9533  0.002
C -2.2427 -2.7740 0.6123  -0.001
Si -2.5908 -1.0803 1.3078  -0.014
C -3.7488 -0.1819 0.1418  0.001
C -3.6280 -1.4508 2.8507  -0.007
C -1.0579 -0.1299 1.7145  -0.132
Si -1.2276 1.3653 2.7659  -0.006
C -2.1836 1.0189 4.3621  -0.006
C 0.4245 2.0055 3.3916  0.003
C -2.1726 2.7692 1.9586  0.007
H -3.1863 -3.2618 0.3293  0.000
H -1.7471 -3.4016 1.3668  0.000
H -1.5980 -2.7262 -0.2690  0.001
H -4.6721 -0.7620 0.0103  0.000
H -3.2811 -0.0400 -0.8404  0.004
H -4.0176 0.8079 0.5342  0.001
H -4.2661 -2.3295 2.6684  -0.001
H -4.2830 -0.6079 3.1187  0.000
H -2.9914 -1.6680 3.7201  -0.001
H -0.4331 -0.8256 2.2986  0.022
H -1.8730 0.0599 4.8014  -0.001
H -3.2676 0.9719 4.1911  0.001
H -1.9896 1.8107 5.1023  0.000
H 0.6390 1.6047 4.3912  -0.001
H 0.4111 3.1041 3.4608  0.000
H 1.2358 1.7204 2.7170  0.004
H -3.1693 2.4319 1.6425  0.001
H -1.6536 3.1688 1.0808  0.000
H -2.3028 3.5888 2.6769  0.000
I 1.3609 4.3751 -5.2027  0.000
C 0.9189 2.4934 -4.3954  0.001
C 1.5805 2.0736 -3.2514  0.010
C 1.2367 0.8445 -2.6931  0.032
C 0.2438 0.0582 -3.2551  0.002
C -0.3664 0.4728 -4.4289  -0.002
C -0.0399 1.6949 -5.0075  -0.001
C -0.2437 -1.2107 -2.5742  0.000
O -0.6644 -2.1155 -3.2696  0.012
O -0.2309 -1.1750 -1.2835  -0.014
H 2.3392 2.6945 -2.7922  0.001
H 1.7675 0.5000 -1.8108  -0.034
H -1.1196 -0.1714 -4.8705  0.000
H -0.5313 2.0258 -5.9144  0.000
C 1.7350 -0.7095 0.7348  -0.179
H 1.4817 -1.7595 0.9280  0.012
H 2.1089 -0.2632 1.6664  0.006
H 2.5727 -0.7113 0.0139  0.004